{"formula": "C63H151F3N10O27S", "method": "wB97M-V/def2-TZVPD", "relative_energy_kcal_mol": 28.3, "charge": 4, "homo_lumo_gap_ha": 0.25521, "max_force_ev_per_a": 10.5, "homo_ev": -12.334, "multiplicity": 1, "lumo_ev": -5.39, "symbols": ["C", "O", "C", "C", "N", "H", "H", "C", "C", "O", "C", "H", "H", "H", "H", "H", "H", "H", "H", "H", "H", "H", "H", "H", "H", "C", "O", "C", "C", "N", "H", "H", "C", "C", "O", "C", "H", "H", "H", "H", "H", "H", "H", "H", "H", "H", "H", "H", "H", "H", "C", "O", "C", "C", "N", "H", "H", "C", "C", "O", "C", "H", "H", "H", "H", "H", "H", "H", "H", "H", "H", "H", "H", "H", "H", "C", "O", "C", "C", "N", "H", "H", "C", "C", "O", "C", "H", "H", "H", "H", "H", "H", "H", "H", "H", "H", "H", "H", "H", "H", "C", "O", "C", "C", "N", "H", "H", "C", "C", "O", "C", "H", "H", "H", "H", "H", "H", "H", "H", "H", "H", "H", "H", "H", "H", "C", "O", "C", "C", "N", "H", "H", "C", "C", "O", "C", "H", "H", "H", "H", "H", "H", "H", "H", "H", "H", "H", "H", "H", "H", "C", "O", "C", "C", "N", "H", "H", "C", "C", "O", "C", "H", "H", "H", "H", "H", "H", "H", "H", "H", "H", "H", "H", "H", "H", "C", "O", "C", "C", "N", "H", "H", "C", "C", "O", "C", "H", "H", "H", "H", "H", "H", "H", "H", "H", "H", "H", "H", "H", "H", "C", "C", "N", "C", "C", "N", "C", "C", "H", "H", "H", "H", "H", "H", "H", "H", "H", "H", "H", "C", "C", "O", "O", "H", "H", "H", "C", "C", "O", "O", "H", "H", "H", "C", "C", "O", "O", "H", "H", "H", "C", "C", "O", "O", "H", "H", "H", "C", "F", "F", "F", "S", "O", "O", "O"], "xyz": [[6.45315, -6.74231, -5.17016], [5.67902, -5.52202, -5.38818], [4.24871, -5.59317, -5.19086], [3.54414, -6.27836, -6.34207], [3.88522, -5.74504, -7.69543], [3.88533, -3.92712, -8.02885], [4.78307, -6.03341, -7.97027], [2.99529, -6.39141, -8.76768], [3.68926, -7.54717, -9.40895], [4.02579, -8.43221, -8.44329], [4.48634, -9.70432, -9.01468], [6.17078, -7.56796, -5.88506], [6.38316, -7.05207, -4.14066], [7.40121, -6.26530, -5.35864], [4.00293, -4.57973, -5.11018], [4.09869, -6.15259, -4.27011], [2.55107, -5.83039, -6.19011], [3.57864, -7.38112, -6.25008], [2.92790, -5.67495, -9.58976], [2.00027, -6.68854, -8.40062], [4.56495, -7.11479, -9.89953], [3.11911, -7.86661, -10.29241], [3.61000, -10.39680, -9.17712], [5.09509, -10.21812, -8.30413], [5.00469, -9.39276, -9.96460], [-5.29783, 0.83063, 6.41670], [-6.52284, 0.58575, 5.86444], [-6.77224, 1.41328, 4.75312], [-8.14213, 0.93156, 4.19782], [-8.19784, -0.52323, 3.74131], [-9.13264, -0.78068, 3.40413], [-7.65637, -0.58638, 2.86451], [-7.96544, -1.63345, 4.68023], [-9.25213, -2.05744, 5.41108], [-10.12401, -2.35993, 4.34733], [-11.41667, -2.76535, 4.91255], [-5.18894, 0.10241, 7.21397], [-5.33255, 1.80325, 6.96090], [-4.46963, 0.80163, 5.69089], [-6.00609, 1.20793, 4.06549], [-6.85613, 2.46311, 4.94190], [-8.54211, 1.55888, 3.40152], [-8.86995, 0.99706, 4.98976], [-7.11417, -1.35784, 5.41313], [-7.53844, -2.48876, 4.05892], [-9.71487, -1.25814, 6.00267], [-9.17483, -2.91608, 6.20517], [-11.30366, -3.63631, 5.54464], [-11.94205, -3.00639, 3.99868], [-11.78839, -1.84929, 5.40941], [-2.45563, -7.56959, -0.41426], [-2.18595, -6.13721, -0.47316], [-2.90019, -5.42943, 0.52337], [-4.31935, -4.96734, 0.08863], [-4.20821, -4.02401, -1.01837], [-4.72458, -3.10868, -0.92243], [-3.29076, -3.70719, -1.25087], [-4.72413, -4.58014, -2.42883], [-6.14664, -4.96014, -2.42135], [-6.43638, -6.22450, -1.87526], [-6.38640, -7.32587, -2.84431], [-3.27863, -7.84908, 0.27021], [-1.49016, -8.01130, -0.03847], [-2.67063, -7.95212, -1.39171], [-2.30116, -4.52883, 0.63906], [-2.93973, -5.98351, 1.44106], [-4.70062, -4.32208, 0.90407], [-5.01383, -5.78337, -0.13286], [-4.03765, -5.47076, -2.59839], [-4.51126, -3.84337, -3.17467], [-6.49271, -4.92548, -3.47511], [-6.83684, -4.22447, -1.93652], [-7.14714, -7.21869, -3.60149], [-6.60485, -8.28752, -2.34623], [-5.29332, -7.38584, -3.23530], [12.74552, 3.83121, 2.56335], [13.63642, 4.01393, 1.58704], [13.85615, 5.24645, 0.81967], [14.72433, 4.98542, -0.41428], [14.12328, 4.40710, -1.63265], [13.55356, 3.65157, -1.28300], [13.54923, 5.09179, -2.15023], [15.15284, 4.04251, -2.58972], [15.32387, 2.56797, -2.84909], [13.96888, 1.95842, -2.88668], [13.76984, 1.03038, -3.74444], [12.03790, 4.59980, 2.99993], [13.27826, 3.49499, 3.55468], [12.27184, 2.82875, 2.29308], [14.52114, 5.94234, 1.42614], [12.89841, 5.83298, 0.69482], [15.45051, 4.20123, -0.07568], [15.29735, 5.92068, -0.71083], [16.16472, 4.39226, -2.26405], [14.95342, 4.49304, -3.58510], [15.91699, 1.99772, -2.11397], [15.64599, 2.33112, -3.88602], [12.80540, 0.38053, -3.55164], [14.37255, 0.57645, -4.57194], [12.70917, 1.32460, -4.16518], [-4.49289, 7.54005, -4.07667], [-4.73472, 6.28851, -3.38599], [-5.67815, 6.32430, -2.39809], [-5.78565, 5.03807, -1.62840], [-4.58018, 4.46763, -1.03228], [-4.73169, 3.42248, -0.93435], [-3.34199, 4.35102, -2.60056], [-4.27497, 4.99814, 0.34786], [-4.57073, 4.02564, 1.49248], [-3.41899, 3.13144, 1.52544], [-3.61666, 2.14435, 2.52290], [-3.80956, 7.25594, -4.92160], [-4.18947, 8.27402, -3.39089], [-5.42305, 7.96921, -4.59700], [-6.66868, 6.61133, -2.84248], [-5.48997, 7.16633, -1.67327], [-6.10613, 4.24752, -2.33870], [-6.64967, 5.13248, -0.90397], [-4.74936, 5.96805, 0.53936], [-3.17920, 5.08941, 0.49744], [-5.50035, 3.45125, 1.26131], [-4.68617, 4.50887, 2.48284], [-2.67199, 1.58067, 2.56256], [-4.44854, 1.44154, 2.31681], [-3.73440, 2.60130, 3.53050], [1.99363, 3.19287, -9.81452], [1.47144, 3.52364, -8.55200], [0.42205, 4.57198, -8.69793], [-0.13956, 4.89479, -7.37093], [-1.03797, 3.76250, -6.80021], [-1.81117, 4.25314, -6.29921], [-1.54445, 3.27827, -7.54639], [-0.34434, 2.90760, -5.81194], [-1.15661, 1.69314, -5.45585], [-1.52156, 1.04371, -6.69059], [-1.60513, -0.35799, -6.42864], [1.27261, 3.13188, -10.63090], [2.46893, 2.19462, -9.79145], [2.74521, 3.91351, -10.19426], [-0.29610, 4.07067, -9.38138], [0.84184, 5.46855, -9.29196], [-0.83828, 5.68237, -7.57388], [0.59725, 5.04759, -6.54338], [-0.04653, 3.54825, -4.91277], [0.51523, 2.52578, -6.36468], [-2.07950, 1.70156, -4.86384], [-0.46924, 1.02535, -4.90769], [-2.21531, -0.57459, -5.60456], [-0.67694, -0.86221, -6.25206], [-2.03971, -0.85663, -7.28163], [3.98316, -0.49683, -3.03437], [3.25329, -1.01273, -1.92809], [2.17173, -1.82449, -2.34767], [0.73976, -1.11005, -2.33530], [-0.01758, -1.38743, -1.10315], [-0.09702, -3.24786, -1.22642], [0.68086, -1.18951, -0.34829], [-1.10386, -0.38426, -0.93799], [-1.80301, -0.47014, 0.44946], [-2.61108, -1.60972, 0.47558], [-3.09935, -1.89810, 1.82401], [4.93390, -0.02261, -2.73380], [3.44010, 0.26789, -3.58711], [4.24353, -1.30297, -3.68923], [1.98873, -2.80021, -1.79947], [2.37077, -2.11204, -3.36342], [0.12622, -1.53140, -3.15144], [0.81624, -0.03294, -2.49889], [-1.84680, -0.48881, -1.71443], [-0.75316, 0.65276, -1.05959], [-2.51541, 0.37111, 0.62746], [-1.09343, -0.56049, 1.32989], [-4.15679, -2.30204, 1.79867], [-3.18055, -1.01036, 2.42576], [-2.47803, -2.57664, 2.34181], [1.95285, 4.21692, 8.81678], [1.01837, 5.31865, 8.86117], [0.04057, 5.15432, 9.89487], [-1.01089, 6.20486, 9.55981], [-0.37309, 7.48310, 9.49750], [0.01357, 7.69663, 10.42419], [0.48052, 7.23308, 8.92960], [-1.13916, 8.75756, 9.04426], [-0.09797, 9.89947, 9.14301], [0.94312, 9.58693, 8.21166], [2.00764, 10.57584, 8.38005], [1.45132, 3.34177, 8.50487], [2.43774, 4.00331, 9.77494], [2.73562, 4.47946, 8.09361], [0.36686, 5.41846, 10.89090], [-0.47640, 4.10591, 9.86767], [-1.77248, 6.27943, 10.31496], [-1.44308, 5.93449, 8.58307], [-2.00277, 8.78366, 9.75354], [-1.55342, 8.62475, 8.10682], [0.30166, 10.11282, 10.16296], [-0.65880, 10.85543, 8.93085], [1.70807, 11.48349, 8.73750], [2.34180, 10.75612, 7.38064], [2.81384, 10.23561, 9.02484], [2.60967, -3.12608, 9.89322], [1.47431, -3.88431, 10.65293], [0.79426, -4.96056, 9.89522], [0.65408, -6.34803, 10.02158], [-0.07195, -6.75183, 8.94498], [-0.44442, -5.64763, 8.21540], [0.13168, -4.57518, 8.80547], [-1.29006, -5.52616, 6.99484], [3.14855, -3.85453, 9.31033], [3.33346, -2.73144, 10.61831], [2.21365, -2.41108, 9.24356], [0.72058, -3.17384, 10.94682], [1.90863, -4.35672, 11.51351], [0.85853, -6.92496, 10.88263], [-0.31103, -7.74812, 8.74567], [0.13346, -3.58674, 8.32330], [-1.74624, -6.49216, 6.75427], [-0.68993, -5.11591, 6.13247], [-2.05350, -4.85970, 7.17479], [-0.19239, -0.49533, 5.34628], [0.00636, -1.13630, 6.77416], [0.08263, -2.41902, 6.80556], [0.04752, -0.43909, 7.76136], [0.76503, -0.13381, 4.98116], [-0.92822, 0.32838, 5.40388], [-0.44641, -1.34250, 4.69926], [-0.17299, -5.23363, -3.73313], [-0.69021, -4.23697, -2.68973], [0.02608, -4.17826, -1.63063], [-1.67822, -3.56164, -2.84566], [0.15506, -4.63976, -4.64230], [-1.00962, -5.88790, -4.09702], [0.71151, -5.81866, -3.43038], [-1.21429, 5.41322, -2.00741], [-1.64939, 4.94710, -3.36001], [-2.67597, 4.13616, -3.35197], [-0.97658, 5.16921, -4.34071], [-2.11290, 5.89932, -1.54774], [-0.37565, 6.08822, -2.18639], [-0.80421, 4.64743, -1.31939], [2.38728, -0.89850, -7.88244], [2.79911, -2.34765, -7.57287], [2.27714, -2.96246, -6.64719], [3.76362, -2.88230, -8.27257], [2.91268, -0.35570, -7.10918], [1.34603, -0.75038, -7.77504], [2.83872, -0.62969, -8.84780], [-7.39198, 0.00324, -1.16367], [-6.80749, 0.78549, -2.04285], [-8.39995, 0.68469, -0.69961], [-7.83319, -1.13218, -1.71070], [-6.08260, -0.33099, 0.17990], [-5.71283, -1.73756, -0.03352], [-5.07835, 0.69717, -0.10831], [-6.80213, -0.14715, 1.44286]], "forces_ev_per_angstrom": [[-1.1776, 1.4752, -1.2169], [-0.3457, -0.8167, 0.1591], [2.7897, -1.6521, -0.7873], [-0.7838, 1.1321, -0.0978], [-2.2551, -0.3711, -0.0903], [-0.4772, 1.7055, 0.0711], [1.6833, -0.3663, 0.0203], [0.4931, 1.0192, 0.3128], [-0.0905, 1.6968, -1.1928], [0.5350, -3.0147, 0.6113], [-1.3490, 1.1471, -0.8240], [0.4274, 0.8006, 0.6715], [-0.1087, -0.3243, 0.4310], [0.8453, -0.9833, -0.1161], [-0.8658, 1.4401, 0.1817], [-0.5475, 0.0537, 0.2669], [-0.3982, -1.0155, -0.0878], [-0.1547, 0.5938, -0.3146], [-0.5808, 0.2874, 0.2312], [0.4346, 0.4232, 0.1581], [0.7181, -0.0546, -0.0225], [-0.4294, -0.7310, 0.4531], [0.7328, 0.9137, -0.3067], [0.7818, 0.0549, 0.3822], [-0.2637, -1.0635, 0.8612], [1.0252, 0.8983, 1.7947], [-1.3959, 0.3622, -0.6020], [-2.2079, -2.1654, -0.3626], [-0.0615, -0.2494, 0.5040], [-0.6184, 0.6905, -0.6650], [-0.4016, 0.6283, -0.0374], [0.6921, -0.1339, 0.0108], [3.0530, -1.5281, 2.0638], [0.1967, -0.5184, 0.2771], [-0.5663, -0.8538, 1.1106], [1.0403, 1.3633, -1.5299], [0.4858, -0.2814, -0.1076], [0.4017, -0.2252, -0.5293], [-0.1431, -0.0494, 0.2253], [1.1300, 0.1359, -1.3816], [0.0771, 0.7760, 0.5031], [0.3903, -0.2057, -0.2578], [-0.1772, 0.0801, 0.5011], [-1.6638, -0.3459, -1.2764], [-0.9116, 0.9653, 0.7529], [0.3449, 0.3990, -0.0013], [0.4835, 1.1794, -1.7632], [-0.0196, -0.0292, 0.2917], [-0.7606, -0.0905, 0.2767], [-0.3810, -0.8359, 0.0346], [1.5134, 0.3347, 1.0374], [-1.2703, -1.0538, 0.1293], [-0.0303, 0.7876, -1.4118], [0.7055, 0.3747, 1.7426], [-2.2329, 0.8439, -3.7608], [0.1186, -0.8681, 0.8131], [1.5960, 0.0106, 0.1500], [2.3518, -1.2278, 1.8776], [-2.2564, 0.0640, -0.8060], [-0.1340, -1.2416, -0.3016], [2.0727, 0.2338, 0.8655], [0.3351, 0.3598, -0.2842], [-1.0915, 0.0362, -0.3660], [-0.0886, -0.0932, -0.5886], [-0.0179, 0.2331, 0.4569], [-0.1147, -0.2367, 0.6133], [-0.0780, -0.7935, -0.0857], [0.1459, 0.3070, -0.1125], [-0.9327, 1.0466, 0.0278], [0.2714, 0.6306, -0.1709], [0.2372, -0.0934, 0.2443], [0.8305, -0.3529, 0.0115], [0.0400, 0.3971, -0.5222], [0.1972, 0.7205, 0.2033], [-1.9639, 0.0081, 0.1539], [-1.8043, -2.9948, 4.6738], [2.8190, 2.2132, -4.2763], [-0.4112, 0.7508, 2.0546], [1.4839, 0.5701, 1.4231], [-0.7099, 1.3522, 0.1842], [-0.5213, -0.8791, -0.6051], [-0.2533, -0.4187, 0.8252], [2.4998, -0.6384, -2.2198], [-2.0647, -2.6170, -0.7762], [3.4156, 5.1952, 5.2285], [-7.2563, -5.1206, -5.5328], [0.6319, -0.3571, -1.5453], [-0.4086, 0.8284, -1.6075], [-0.4476, 1.5560, 0.4765], [-0.7423, -0.7705, -0.4911], [0.8011, -0.8009, -0.2986], [-0.3677, 0.7921, -0.2907], [-0.8004, -1.1718, 0.4081], [-1.0229, 0.1454, -0.0879], [-0.1632, 0.0562, 0.8764], [-0.0628, 0.4646, -0.2241], [0.7625, 0.8072, 0.7740], [2.9942, -1.5544, 2.0750], [0.0021, 0.9250, 1.2689], [1.7139, 1.6747, -2.3267], [-1.7964, -1.7989, -2.0669], [1.2819, 0.2839, -1.3239], [-1.2538, 2.0620, 1.2214], [-1.6173, -1.6211, -0.3935], [0.3175, -0.6882, 1.2071], [0.2899, 1.6064, -0.1187], [0.9354, -0.3393, -0.5024], [0.8357, -0.4369, 0.2249], [0.0542, -0.8063, -0.7352], [-1.6580, 0.3016, 0.5014], [0.8417, -0.2688, 0.3850], [-0.2344, 0.6760, 1.1548], [1.0279, 1.0250, 0.8022], [0.8765, -0.8615, 0.8270], [0.3907, -0.5674, 0.4320], [0.1878, -0.4309, -0.3873], [-0.0698, 0.4813, 0.1673], [0.8527, 0.0587, -0.5048], [0.0288, -0.2001, -0.3691], [-0.4448, 0.5029, -0.5806], [0.5025, 0.1215, 0.3086], [0.1140, -0.0021, -0.4692], [-0.3828, 0.0153, 0.0109], [0.2592, 0.4733, -0.1205], [-0.1651, -0.0753, -0.4503], [1.1628, -0.5133, -1.0427], [-1.2836, 1.4766, -0.0467], [2.3698, -1.7763, -1.9401], [-0.4279, -0.9560, 1.0167], [-1.0537, 1.9887, 0.2100], [0.7710, -0.2249, 0.0518], [0.6241, -0.6411, 0.0220], [0.5143, -0.1267, 0.5846], [-0.0796, -1.4508, -0.3678], [0.6719, -0.3714, 0.7019], [-0.1832, 0.0732, -1.6164], [-0.6146, 0.0217, 0.2474], [-0.1683, 0.5381, 0.3781], [-0.1807, -0.1188, 0.5369], [-0.2071, 0.6633, 0.4153], [-0.5934, -1.0904, 1.3029], [-0.0759, 0.9042, 0.5714], [-0.6168, 0.4626, -1.0323], [-0.4392, -1.0569, -1.6150], [0.2083, 0.1133, 0.2518], [0.2294, 1.0313, 0.1672], [-0.0537, 0.2543, -0.0239], [-1.1307, -0.0589, 1.3870], [1.0976, 0.1927, 0.1271], [-0.2219, 0.1312, -0.4046], [0.4158, 0.4240, 0.4084], [-0.1848, -0.1069, 0.4724], [-1.9204, 0.0439, -0.0076], [0.5626, -0.9949, -0.5232], [1.0382, 1.0662, 1.1064], [-0.3150, -0.6322, -0.0524], [-0.9210, -0.2942, -0.4730], [-0.0444, 0.0801, 1.3876], [0.1962, 0.2563, 0.2514], [-1.0741, -1.7238, 1.2507], [-1.6799, 0.3416, -1.5870], [-0.5463, -0.3263, 0.4580], [-0.3759, 0.0301, -0.0953], [0.1381, -0.5050, -0.6312], [0.9992, 1.2443, -0.0308], [-0.0893, -0.3068, -0.6699], [0.3542, 0.1837, 0.0390], [0.3040, 0.1346, -0.0742], [-0.3234, -0.4798, -0.2322], [0.3438, -0.1611, 0.1284], [0.9440, 0.0169, -0.3448], [-0.2131, 0.4976, -1.0693], [1.2481, 0.3157, -0.4181], [0.1358, 0.7183, 0.1338], [0.9776, -0.8863, 0.4153], [0.8617, 1.0348, -0.0038], [-0.0506, -0.6044, 1.2384], [-1.4261, -0.9075, -1.2237], [-1.4708, -1.7331, -0.4056], [1.8575, 1.2405, -0.9956], [-0.1124, 0.0849, -0.1458], [-0.5077, 1.1284, 0.0284], [1.4286, -0.5923, 3.4624], [-1.1559, 0.4904, -0.3574], [-0.3556, 1.3172, 1.5817], [0.5817, -2.6029, -1.4385], [-0.6389, -1.0426, -0.4679], [-0.2035, 0.3648, 0.0700], [-0.3618, -0.0142, 0.1892], [0.8448, -0.5177, 0.4531], [1.1252, 1.7716, 0.1744], [-0.5554, -0.3944, 0.2524], [0.0177, 0.4541, 0.3349], [0.8220, 0.5174, -0.3587], [-0.3120, -0.3737, -2.1432], [-0.2078, -0.7856, -0.3792], [0.6336, -0.7485, -0.3543], [-1.4595, 2.3330, 1.0983], [0.6519, -0.0107, -0.5085], [-0.0028, -0.4420, -0.0451], [-0.0840, -2.0879, 1.2643], [1.0420, -0.0231, 0.0887], [-0.5669, 0.5337, -1.0426], [-0.4750, 1.2000, -0.8800], [0.2008, 0.8468, 0.7916], [0.6179, 0.8003, 0.0242], [-0.3056, -0.8167, -0.7848], [2.3101, -1.3040, -0.9390], [0.3334, -0.2722, -0.3444], [-0.4671, 0.1874, -0.1942], [-0.5286, 1.3539, -0.9032], [-0.3226, 0.0706, 0.3043], [0.0006, -0.1548, 0.5526], [0.7399, -0.2059, 0.6007], [-0.6985, -1.0965, -0.5590], [-0.1051, 0.2994, -0.0016], [0.4199, 0.1132, 0.1057], [-0.4738, -0.5872, 1.0228], [-1.6005, 1.5715, 0.6033], [0.0890, -0.8341, 0.9126], [-0.2251, -1.9378, -1.3409], [-0.0650, 0.2197, -0.4679], [0.1003, 1.8966, 1.4350], [0.1160, 0.3184, 0.1042], [0.3251, -0.4980, -0.2472], [-0.4297, 0.4819, -0.1076], [-0.2602, 0.3184, -1.2226], [-0.1435, -1.5716, -1.8592], [1.6387, 1.2232, 2.0152], [-1.1622, 0.6205, -0.3712], [-0.4173, -0.4800, 0.9885], [0.8043, 0.5372, 0.4767], [-0.6350, 0.2405, 0.1907], [-0.1096, 1.0387, 0.5740], [0.9988, -0.6727, 1.6309], [-1.7512, 0.0312, -0.1009], [-0.5192, 0.2794, -0.7999], [1.0036, -0.1896, -0.0178], [-0.3769, 0.3760, 0.2848], [-0.6998, -0.0470, -0.6117], [2.4783, -1.3409, -0.5015], [-1.1011, -0.7221, 1.4011], [-0.1685, 0.5373, -0.2954], [0.6140, -1.5189, -0.5536], [0.0476, 0.5252, 0.2114], [-0.9903, 0.0346, -0.1451], [-0.5799, 0.2024, 0.2278], [1.2671, -0.4748, 0.9345], [0.3807, -0.0196, -1.3942], [-1.3599, 0.3292, 0.8411], [0.1425, 0.2726, -0.1463], [0.2677, -0.0569, -0.7639], [-0.0041, 0.9008, -0.0594], [-0.8343, -1.2426, 0.5800], [0.1385, 0.1629, -0.0018]]}